DFT (wB97M-V/def2-TZVPD) results for a 20-piece molecular cluster, C9H56NO20 overall.

Output
LUMO energy = 2.0 eV
Electronic energy = -1936.07191 a.u.
Frontier orbital gap = 5.8 eV
HOMO = -3.75 eV

```
! RIJCOSX wB97M-V def2-TZVPD def2/J DEFGRID3
* xyz -1 1
C -2.22 -0.74 -0.71
C -1.09 -0.08 0.06
C -0.94 -0.82 1.41
C -0.09 -2.07 1.36
C 1.29 -1.77 0.73
C 1.23 -1.08 -0.63
N 0.18 -0.01 -0.65
O 0.17 0.71 -1.86
C 0.99 -2.26 -1.61
C 2.74 -0.60 -0.73
C -1.39 1.40 0.50
H -2.57 -0.11 -1.53
H -3.10 -0.88 -0.07
H -2.01 -1.77 -1.01
H -1.95 -1.20 1.58
H -0.66 -0.24 2.29
H -0.65 -2.78 0.75
H 0.16 -2.54 2.31
H 1.92 -2.65 0.70
H 1.83 -1.15 1.46
H 1.61 -3.15 -1.48
H 0.87 -2.01 -2.67
H 0.01 -2.62 -1.28
H 3.01 0.17 0.00
H 2.92 -0.10 -1.69
H 3.43 -1.43 -0.59
H -2.29 1.49 1.11
H -1.41 2.10 -0.33
H -0.52 1.70 1.09
O 3.95 1.17 2.26
H 4.04 0.82 3.15
H 3.42 0.52 1.79
O -4.88 2.78 1.69
H -4.20 3.22 1.14
H -4.65 3.03 2.59
O -3.79 0.20 3.79
H -4.29 0.23 2.97
H -4.45 0.32 4.48
O 2.04 2.56 -0.16
H 2.11 3.06 -0.98
H 1.51 1.79 -0.39
O -2.87 4.30 0.67
H -2.42 4.70 -0.09
H -2.17 4.15 1.33
O 3.69 -4.95 2.36
H 4.09 -5.72 1.94
H 2.96 -4.71 1.78
O -5.71 0.28 -1.40
H -6.31 -0.20 -1.99
H -4.83 0.00 -1.68
O 0.12 -3.55 5.41
H -0.64 -3.02 5.11
H -0.06 -4.43 5.09
O 6.19 1.56 0.66
H 6.83 2.01 1.21
H 5.43 1.41 1.24
O 5.33 0.17 -3.36
H 5.17 -0.38 -4.14
H 6.18 0.59 -3.54
O 0.15 -4.54 -3.89
H 0.26 -4.28 -2.98
H 0.87 -4.12 -4.36
O -2.17 -1.99 4.12
H -1.36 -1.70 3.71
H -2.73 -1.19 4.18
O -1.07 4.24 2.70
H -0.89 4.31 3.64
H -0.43 3.60 2.37
O -1.24 2.75 -3.41
H -0.86 2.32 -4.17
H -0.97 2.19 -2.65
O 2.14 0.42 -4.16
H 2.91 0.46 -3.58
H 1.39 0.40 -3.55
O 5.77 -2.16 -1.79
H 4.97 -1.76 -2.15
H 5.47 -2.94 -1.31
O -1.67 -0.38 -4.17
H -1.36 0.43 -4.58
H -1.21 -0.40 -3.32
O -5.80 0.39 1.45
H -5.88 0.02 0.56
H -5.61 1.33 1.31
O -1.60 5.26 -1.63
H -1.65 4.41 -2.09
H -0.67 5.51 -1.70
*
```